{"formula": "C29H24N6O3Ru", "method": "ωB97M-V/def2-TZVPD", "total_charge": 2, "e_lumo_ev": [-6.05, -8.95], "multiplicity": 5, "s_squared": 6.03, "largest_force_ev_per_a": 1.9, "orbital_gap_ha": [0.2783, 0.1737], "species": ["Ru", "O", "C", "N", "C", "C", "C", "C", "C", "C", "N", "C", "O", "C", "C", "C", "C", "C", "N", "C", "C", "C", "C", "C", "N", "H", "H", "H", "H", "H", "H", "H", "H", "H", "H", "H", "H", "C", "N", "N", "C", "O", "C", "C", "C", "C", "C", "C", "C", "C", "C", "H", "H", "H", "H", "H", "H", "H", "H", "H", "H", "H", "H"], "coordinates": [[-1.9724, -0.1706, 0.3560], [0.3804, 2.8813, 1.4189], [-0.5671, 2.1947, 1.1076], [-0.7739, 0.8841, 1.4631], [-0.0580, 0.1836, 2.3898], [0.8978, 0.6917, 3.2735], [1.5236, -0.1551, 4.1662], [1.2006, -1.5130, 4.2143], [0.2598, -2.0482, 3.3555], [-0.3855, -1.2248, 2.4281], [-1.3261, -1.5987, 1.5063], [-1.8176, -2.8749, 1.3430], [-1.4427, -3.8660, 1.9251], [-2.8972, -2.8894, 0.2959], [-3.5450, -4.0710, -0.0391], [-4.5211, -4.0346, -1.0253], [-4.8231, -2.8204, -1.6248], [-4.1375, -1.6849, -1.2241], [-3.1907, -1.7097, -0.2880], [-1.7141, 2.6767, 0.2554], [-1.9016, 4.0258, -0.0149], [-3.0228, 4.4153, -0.7366], [-3.9147, 3.4430, -1.1659], [-3.6471, 2.1151, -0.8703], [-2.5727, 1.7333, -0.1822], [1.1227, 1.7485, 3.2541], [2.2554, 0.2396, 4.8532], [1.6836, -2.1458, 4.9424], [0.0061, -3.0986, 3.3871], [-3.2721, -4.9803, 0.4789], [-5.0373, -4.9318, -1.3275], [-5.5788, -2.7417, -2.3902], [-4.3583, -0.7320, -1.6866], [-1.1815, 4.7395, 0.3568], [-3.2090, 5.4557, -0.9512], [-4.8041, 3.6979, -1.7212], [-4.3323, 1.3416, -1.1924], [4.4588, -0.5846, -1.5147], [3.1304, -0.9119, -1.0792], [2.0675, -0.0728, -1.2102], [0.8994, -0.7993, -1.0108], [-0.2496, -0.3123, -1.1633], [1.3161, -2.1110, -0.6786], [2.6907, -2.1469, -0.7597], [3.6322, -3.2725, -0.6022], [2.2085, 1.3273, -1.3015], [3.1729, 1.9781, -0.5273], [3.3009, 3.3512, -0.6085], [2.4748, 4.0785, -1.4524], [1.5201, 3.4267, -2.2161], [1.3738, 2.0539, -2.1447], [4.4303, 0.3152, -2.1244], [4.8546, -1.4065, -2.1092], [5.1270, -0.4252, -0.6679], [0.6684, -2.9296, -0.4437], [3.1120, -4.1629, -0.2664], [4.4128, -3.0220, 0.1150], [4.1069, -3.5047, -1.5561], [3.8103, 1.4197, 0.1424], [4.0460, 3.8513, -0.0108], [2.5759, 5.1503, -1.5029], [0.8959, 3.9882, -2.8904], [0.6379, 1.5458, -2.7475]], "forces_ev_per_angstrom": [[1.3451, -0.3771, -1.0154], [-0.6423, -0.2493, -0.1714], [0.5330, 1.0364, -0.0185], [0.5663, 0.1097, 0.8287], [-0.0066, 0.0608, -0.1083], [0.4866, 0.3007, 0.4337], [-0.2090, 1.0890, -0.4197], [-0.5678, -0.7856, -0.3982], [0.0971, -0.4526, 0.2290], [0.2440, -0.2413, 0.2007], [0.2349, -0.3704, 0.5795], [-0.0020, -0.6631, 0.1603], [-0.2363, 0.2722, -0.3115], [-0.2348, -0.6689, -0.0105], [0.2547, 0.4227, 0.1441], [0.0133, 0.2112, -0.0432], [0.1571, 0.0105, 0.1555], [-0.4112, -0.1013, -0.4004], [-0.5488, -0.2897, -0.2761], [0.0591, 0.7232, -0.1492], [0.1275, -0.4511, 0.1166], [-0.0554, -0.2551, -0.0002], [0.2102, -0.1113, 0.0903], [-0.4204, 0.2705, -0.2976], [-0.3630, 0.4457, -0.1426], [0.0468, -0.0966, -0.0077], [0.0650, 0.0948, 0.0517], [0.0287, -0.1194, 0.0259], [0.0675, 0.1278, 0.0517], [0.0344, 0.0141, -0.0197], [-0.0556, -0.1153, 0.0203], [-0.0392, -0.0039, -0.0553], [0.0831, -0.0149, 0.0568], [0.0659, -0.0026, 0.0270], [0.0232, 0.1168, -0.0054], [-0.0408, 0.0063, -0.0151], [0.0855, -0.0020, 0.0476], [0.7065, 0.1996, -0.2279], [-0.1793, -0.7382, 0.4687], [-1.0369, -0.4888, -0.1830], [1.5131, -0.7277, 0.0776], [-1.6445, 0.7680, 0.5871], [-0.0744, 0.3713, -0.0278], [-0.2654, 0.5640, -0.0472], [0.1594, -0.1269, -0.0424], [0.1681, 0.7671, 0.0975], [-0.2969, -0.1805, -0.0577], [-0.0591, 0.0133, -0.0794], [-0.0005, -0.0398, 0.0893], [0.0261, 0.1329, 0.0912], [0.1395, -0.3057, 0.0464], [0.0466, -0.0810, 0.0038], [-0.0548, 0.0580, -0.0528], [-0.0270, 0.0761, -0.0170], [-0.1248, -0.2238, -0.0123], [-0.0576, -0.0274, 0.0543], [0.0597, -0.0641, 0.0107], [0.0653, -0.0432, -0.0095], [0.0025, -0.0698, 0.0546], [0.0703, 0.0666, 0.0635], [0.0246, 0.1309, -0.0748], [-0.1288, 0.1077, -0.1045], [-0.0275, -0.0792, -0.0616]], "nbo_charge": [1.373, -0.500, 0.644, -0.571, 0.226, -0.244, -0.117, -0.096, -0.273, 0.320, -0.611, 0.637, -0.509, 0.115, -0.174, -0.100, -0.209, 0.084, -0.490, 0.125, -0.177, -0.102, -0.212, 0.083, -0.487, 0.273, 0.248, 0.248, 0.277, 0.272, 0.256, 0.257, 0.210, 0.268, 0.254, 0.258, 0.210, -0.431, -0.148, -0.212, 0.578, -0.732, -0.416, 0.282, -0.667, 0.164, -0.238, -0.184, -0.189, -0.188, -0.242, 0.250, 0.235, 0.223, 0.241, 0.254, 0.246, 0.251, 0.220, 0.235, 0.234, 0.227, 0.238]}